ORCA calculation (the ωB97M-V functional and the def2-TZVPD basis) on a cluster of 2 separate species, C9H14S in total in a non-equilibrium geometry.

Structure (XYZ):
```
24
C9H14S (the ωB97M-V functional and the def2-TZVPD basis)
C -3.4022 -1.5542 1.1808
C -3.0758 -0.2944 0.4591
S -3.1830 -2.9632 0.1614
H -2.6925 -1.7807 1.9479
H -4.3626 -1.6150 1.6231
H -3.4287 -0.1080 -0.4892
H -1.8918 -2.7319 -0.1497
H -1.9427 -0.3160 0.3044
H -3.0894 0.7480 1.0242
C 1.4832 0.1830 1.6606
C 1.0949 -0.1829 -0.6588
C 1.7825 0.5247 0.2830
C 1.3971 -0.0067 -2.0669
C 2.5045 1.6625 -0.0137
C 2.2235 1.0708 -2.4109
C 2.6505 1.9498 -1.4065
H 0.2656 -0.8026 -0.3573
H 0.9179 -0.5670 -2.7997
H 2.1528 0.5699 2.3481
H 1.5011 -0.8797 1.8665
H 2.9512 2.2216 0.6819
H 2.3418 1.4305 -3.3436
H 3.2507 2.8823 -1.7616
H 0.5515 0.5593 1.9169
```

Values from the calculation:
E_HOMO (eV): -9.006
DFT total energy (eV): -20393.5579
Energy relative to the best compared isomer or geometry (same formula, charge and spin) (kJ/mol): 166.7
Strongest force on any atom (eV/Å): 5.88
Structure (SMILES): Cc1ccccc1.CCS
Orbital gap (eV): 9.79
Net charge: 0

---

ORCA calculation (the ωB97M-V functional and the def2-TZVPD basis) on a cluster of 2 separate species, C9H14S in total in a non-equilibrium geometry.

Structure (XYZ):
```
24
C9H14S (the ωB97M-V functional and the def2-TZVPD basis)
C 2.7423 1.7460 -0.6531
C 0.8562 0.3400 -2.1127
S 2.4013 0.1209 -1.3556
H 3.7653 2.0154 -0.8964
H 2.0563 2.4318 -1.1490
H 2.5380 1.6710 0.4095
H 0.9594 0.9730 -3.0126
H 0.1055 0.8554 -1.5094
H 0.3969 -0.5929 -2.4510
C -0.6308 -2.7782 1.1716
C -0.3486 1.0013 1.2820
C -1.4405 1.3871 0.5194
C -0.0859 -0.3720 1.4509
C -0.8534 -1.3354 0.8171
C -2.2709 0.4112 -0.0239
C -2.0429 -0.9332 0.1970
H 0.1337 1.7243 1.9321
H -1.6279 2.4414 0.3254
H 0.8449 -0.4791 1.9898
H -3.2081 0.6831 -0.4949
H 0.3595 -3.1889 0.9554
H -1.2483 -3.4562 0.5861
H -2.6172 -1.7491 -0.2153
H -0.7847 -2.9172 2.2375
```

Values from the calculation:
E_HOMO (alpha / beta) (eV): -12.611 / -12.502
DFT total energy (eV): -20386.6034
Energy relative to the best compared isomer or geometry (same formula, charge and spin) (kJ/mol): 36.4
Strongest force on any atom (eV/Å): 2.59
Orbital gap (alpha / beta) (eV): 9.72 / 4.49
Net charge: +1
Multiplicity: 2

---

ORCA calculation (the ωB97M-V functional and the def2-TZVPD basis) on a structure of composition C9H15AsF6O3S5Se2Ti.

Structure (XYZ):
```
42
C9H15AsF6O3S5Se2Ti (the ωB97M-V functional and the def2-TZVPD basis)
Ti -0.9858 -0.3992 -0.0399
S -1.8292 5.6532 4.4548
C -1.6628 4.3442 3.4809
S -2.6696 4.0247 2.1161
C -1.9075 2.5472 1.5552
C -0.8371 2.0998 2.3558
S 0.1123 0.7322 2.1148
S -0.4937 3.0985 3.7487
S -2.5077 1.8300 0.1696
C 1.2703 -3.7021 -1.0587
Se 1.0819 -1.8747 -1.6687
C 2.9623 -1.3719 -1.7188
C 3.7936 -1.6084 -0.4719
Se 3.3603 -0.4676 1.0501
C 2.4204 -1.7878 2.1230
H 1.9505 -4.2515 -1.7071
H 0.2722 -4.1293 -1.1202
H 1.5971 -3.7349 -0.0223
H 2.9413 -0.3123 -1.9749
H 3.4052 -1.9112 -2.5591
H 4.8433 -1.4205 -0.7049
H 3.7216 -2.6405 -0.1283
H 3.0810 -2.6325 2.3099
H 1.4994 -2.1040 1.6382
H 2.1781 -1.3044 3.0667
F -1.6509 0.0420 -2.3199
As -2.7617 -1.2494 -2.8677
F -1.5595 -1.7664 -3.9902
F -1.9873 -2.2204 -1.6125
F -3.7919 -2.5525 -3.3082
F -3.8878 -0.6886 -1.6883
F -3.4256 -0.1832 -4.0458
O -0.5948 -2.2945 1.1184
C -1.7832 -2.2410 1.5405
O -2.5633 -1.3245 1.2030
H -2.1396 -3.0258 2.2272
C 0.3795 2.2073 -1.8653
O 0.6538 1.0736 -1.0389
H 1.3050 2.7426 -2.0889
H -0.3349 2.8803 -1.3889
H -0.0554 1.8276 -2.7850
H 1.0685 1.3536 -0.2096
```

Values from the calculation:
E_HOMO (alpha / beta) (eV): -3.943 / -6.092
DFT total energy (eV): -300854.7668
Energy relative to the best compared isomer or geometry (same formula, charge and spin) (kJ/mol): 1.9
Strongest force on any atom (eV/Å): 0.33
Orbital gap (alpha / beta) (eV): 5.94 / 6.60
Net charge: -1
Multiplicity: 4

---

ORCA calculation (the ωB97M-V functional and the def2-TZVPD basis) on a cluster of 2 separate species, C9H15BN3O6 in total in a non-equilibrium geometry.

Structure (XYZ):
```
34
C9H15BN3O6 (the ωB97M-V functional and the def2-TZVPD basis)
C 0.6675 2.9749 0.9635
N 0.2425 3.3237 -0.4000
C -0.7400 2.7618 -1.0548
N -0.9626 3.0658 -2.3799
N -1.4973 1.8164 -0.4154
C -1.5351 0.5474 -1.2323
B -2.8669 2.2160 0.0872
O -2.9657 2.5081 1.4142
O -3.9073 2.1027 -0.7785
H 1.1683 3.8428 1.3831
H 1.3616 2.1360 0.9319
H -0.2036 2.7082 1.5514
H 0.7748 4.0405 -0.8751
H -1.7692 3.6535 -2.5572
H -0.1581 3.4544 -2.8608
H -1.4689 -0.2816 -0.5339
H -0.6628 0.4944 -1.8776
H -2.4430 0.4743 -1.8272
H -3.2347 3.3687 1.7353
H -4.5305 2.8221 -0.8981
C 1.4074 -2.0757 1.1447
C 2.1001 -2.8982 1.9537
C 2.5082 -4.3085 1.5329
O 3.1439 -4.9327 2.3602
C 2.1223 -4.7857 0.2289
C 1.4292 -3.9623 -0.5725
C 1.0411 -2.5510 -0.1591
O 0.4223 -1.8997 -0.9919
O 1.0208 -4.2848 -1.7861
O 2.4955 -2.5860 3.1661
H 1.1141 -1.0790 1.4428
H 2.4019 -5.7879 -0.0628
H 0.5497 -3.5054 -2.1395
H 2.9746 -3.3730 3.5067
```

Values from the calculation:
E_HOMO (eV): -11.720
DFT total energy (eV): -27004.0420
Strongest force on any atom (eV/Å): 1.01
Orbital gap (eV): 8.25
Net charge: +1

---

ORCA calculation (the ωB97M-V functional and the def2-TZVPD basis) on a structure of composition C9H15BNO3 in a non-equilibrium geometry.

Structure (XYZ):
```
29
C9H15BNO3 (the ωB97M-V functional and the def2-TZVPD basis)
B -0.5664 -2.2865 -0.4702
C -0.4972 1.0800 1.9196
C -1.4157 -0.9264 0.0787
C 0.3600 0.0869 -0.0503
C 0.3671 1.1550 0.8625
C -1.1548 -0.1303 2.4158
C -2.1105 -0.6490 1.3182
C 1.3112 -0.8420 -0.8026
C 1.2443 2.3736 0.5579
C 1.4448 -0.2122 -2.3299
N 2.0316 -1.2872 -3.1042
O 0.6985 -2.0949 -0.8932
O -1.1190 -3.5255 -0.4748
O -3.2160 0.1567 1.1840
H -0.5640 1.9342 2.5994
H -0.4231 -0.9208 2.6218
H -1.5609 0.1294 3.4263
H -2.4264 -1.7188 1.7671
H 2.2972 -0.9276 -0.2276
H 2.0611 2.3686 -0.0422
H 1.3405 2.9715 1.4387
H 0.7307 3.1610 -0.0266
H 2.2521 0.6352 -2.2602
H 0.3905 0.0165 -2.6328
H -1.8921 -0.3797 -0.7452
H 3.0440 -1.3980 -3.1881
H 1.3063 -1.9434 -3.5661
H -0.6666 -4.2530 -0.9461
H -3.3157 0.2031 0.2397
```

Values from the calculation:
E_HOMO (alpha / beta) (eV): -12.339 / -12.338
DFT total energy (eV): -17875.7965
Energy relative to the best compared isomer or geometry (same formula, charge and spin) (kJ/mol): 622.2
Strongest force on any atom (eV/Å): 5.72
Orbital gap (alpha / beta) (eV): 6.39 / 6.39
Net charge: +1

---

ORCA calculation (the ωB97M-V functional and the def2-TZVPD basis) on a structure of composition C9H15Br6Cl9 in a non-equilibrium geometry.

Structure (XYZ):
```
39
C9H15Br6Cl9 (the ωB97M-V functional and the def2-TZVPD basis)
C -0.2670 0.6724 0.4368
Cl 1.1548 -0.1297 -0.1536
Cl -1.3022 1.0265 -0.9126
Cl 0.2262 2.1987 1.2068
H -0.7937 -0.0433 1.0679
C -0.1105 -1.4062 3.1925
Cl 0.4897 -1.9653 1.6193
Cl -0.5796 0.3178 3.1230
Cl 1.0077 -1.8068 4.4651
H -1.0791 -1.8560 3.4108
C -3.9084 -1.2781 2.2057
Cl -2.3220 -0.7468 1.7213
Cl -4.3077 -2.9282 1.6043
Cl -5.1224 -0.0438 1.6707
H -3.9590 -1.3789 3.2899
Br 6.1205 0.9940 0.4886
C 4.9703 -0.6239 0.1137
C 3.5070 -0.3866 0.4916
Br 2.5966 -2.1295 0.8074
H 5.3422 -1.4030 0.7793
H 5.1541 -0.8784 -0.9301
H 2.9650 0.1030 -0.3175
H 3.4367 0.2334 1.3854
Br 4.3301 1.5272 -1.4826
C 2.7649 2.3441 -2.3612
C 1.5107 1.6448 -1.9563
Br -0.0764 2.4203 -2.8953
H 2.8783 2.2083 -3.4367
H 2.6991 3.4087 -2.1369
H 1.3444 1.7531 -0.8846
H 1.4949 0.6040 -2.2798
Br -4.6234 1.8268 -2.1876
C -3.4063 0.3380 -1.6517
C -4.1346 -0.9887 -1.7398
Br -2.9020 -2.3592 -1.1956
H -3.1119 0.5835 -0.6313
H -2.5315 0.2485 -2.2958
H -4.6009 -1.1780 -2.7067
H -4.8547 -0.9231 -0.9242
```

Values from the calculation:
E_HOMO (eV): -8.442
DFT total energy (eV): -542520.4789
Energy relative to the best compared isomer or geometry (same formula, charge and spin) (kJ/mol): 1266.1
Strongest force on any atom (eV/Å): 8.96
Orbital gap (eV): 8.51
Net charge: 0

---

ORCA calculation (the ωB97M-V functional and the def2-TZVPD basis) on the molecule C9H15BrN4 in a non-equilibrium geometry.

Structure (XYZ):
```
29
C9H15BrN4 (the ωB97M-V functional and the def2-TZVPD basis)
C -1.2239 0.1086 -0.0684
C -0.4008 0.1778 0.9883
C 0.0369 1.4563 1.6712
C 1.5679 1.6464 1.7706
C 2.0554 1.6385 0.3319
C 2.3255 0.3524 -0.4251
C -1.6026 -1.3728 -0.1512
C -3.0050 -1.4790 0.3136
C -1.3259 -2.0654 -1.4294
N -0.0915 -1.0943 1.4609
N -0.7798 -2.0079 0.9332
N 0.9831 0.4131 -2.3727
N 1.7937 -0.1006 -1.4953
Br 3.6501 -0.9038 0.3535
H -0.4337 2.3834 1.3713
H -0.3010 1.2901 2.8227
H 1.7308 2.7303 2.0711
H 2.1020 0.9966 2.4749
H 1.1979 2.1251 -0.2952
H 2.9063 2.1674 0.0898
H -3.3838 -0.4522 0.1479
H -2.9834 -1.4947 1.4052
H -3.6430 -2.1869 -0.1002
H -0.8802 -3.0114 -1.2114
H -0.6361 -1.4293 -1.8282
H -2.1172 -2.2010 -2.1334
H -1.7478 0.9877 -0.3718
H 0.5879 1.3160 -2.1420
H 2.0768 -1.0476 -1.7904
```

Values from the calculation:
E_HOMO (eV): -7.872
DFT total energy (eV): -85573.9089
Energy relative to the best compared isomer or geometry (same formula, charge and spin) (kJ/mol): 150.1
Strongest force on any atom (eV/Å): 5.03
Orbital gap (eV): 8.21
Net charge: 0

---

ORCA calculation (the ωB97M-V functional and the def2-TZVPD basis) on a cluster of 3 separate species, C9H15ClOSi in total in a non-equilibrium geometry.

Structure (XYZ):
```
27
C9H15ClOSi (the ωB97M-V functional and the def2-TZVPD basis)
C -2.5502 -1.6621 1.0169
C -3.2214 -2.6612 0.3127
C -2.0518 -1.5844 -1.1356
C -1.8294 -0.8961 0.0406
C 2.8424 0.9429 -1.2846
C -1.0945 1.4114 2.0701
C -0.7800 2.0132 -1.0948
C 2.3992 -0.8990 0.4010
C 2.5625 0.3812 0.1040
O -2.8108 -2.6033 -0.9752
Si -0.8851 0.6510 0.3823
Cl 4.6536 -1.6703 0.0301
H -2.3805 -1.4640 2.0436
H -3.9584 -3.3815 0.5286
H -1.8368 -1.2749 -2.0543
H 4.0232 0.9307 -1.4722
H 2.2938 1.8860 -1.5082
H 2.5109 0.3688 -2.1174
H -0.1640 1.9621 1.9560
H -1.9259 2.0598 2.2175
H -0.9823 0.7259 2.9188
H 0.3128 2.3755 -1.1867
H -1.0213 1.4324 -2.0941
H -1.4448 2.7390 -0.8802
H 2.0400 -1.6029 -0.3300
H 2.5162 -1.3558 1.3252
H 2.7827 1.1755 0.7858
```

Values from the calculation:
E_HOMO (alpha / beta) (eV): -8.139 / -6.710
DFT total energy (eV): -32018.6309
Energy relative to the best compared isomer or geometry (same formula, charge and spin) (kJ/mol): 405.9
Strongest force on any atom (eV/Å): 6.10
Orbital gap (alpha / beta) (eV): 7.40 / 4.88
Net charge: 0